Entry 1:
{"formula": "C17H14BiClNO2S2", "method": "ωB97M-V/def2-TZVPD", "charge": -1, "orbital_gap_ev": 5.9558, "molar_mass_g_mol": 572.87, "species": ["H", "C", "C", "C", "H", "C", "Cl", "C", "C", "H", "H", "C", "H", "C", "H", "H", "C", "O", "C", "H", "C", "C", "C", "H", "S", "C", "C", "H", "H", "O", "C", "Bi", "H", "N", "C", "H", "H", "S"], "coordinates": [[-1.4027, 0.1447, -0.9857], [-2.6382, -1.0765, 3.0057], [-1.2714, -0.8475, 3.1101], [4.0666, -0.5891, -2.8359], [-4.5826, -0.8924, 3.7479], [2.4443, -0.8506, -4.4703], [-1.1180, -1.9690, -2.7914], [0.0481, 1.5465, 0.0970], [2.8996, 0.4997, -4.5087], [0.3086, -0.2359, 4.5309], [1.7006, -1.3040, -5.1318], [0.8348, 2.6049, -0.3988], [-1.3463, 0.6245, 6.1838], [-3.5511, -0.6431, 3.9496], [2.5579, 1.2730, -5.2044], [1.3282, 3.3744, 0.2093], [3.8989, 0.6624, -3.4963], [-3.7215, -0.3946, 0.8201], [0.6462, 2.6638, -1.8143], [1.0241, 3.4692, -2.4491], [3.1528, -1.5291, -3.4201], [-0.6570, -1.2756, 1.8249], [-0.7797, -0.2796, 4.3165], [4.7766, -0.8077, -2.0327], [0.9292, -1.0791, 1.2492], [-1.7156, 0.1372, 5.2845], [-0.0498, 1.4976, -2.2337], [-0.0482, 1.2887, 1.1580], [3.0759, -2.5919, -3.1759], [-3.7460, -2.8707, 1.3294], [-0.5629, 0.8530, -1.0258], [0.8149, -1.0049, -1.6060], [4.4515, 1.5830, -3.2820], [-1.4838, -1.7010, 0.8835], [-3.0959, -0.0549, 5.1326], [-3.8240, 0.1999, 5.9106], [-0.2604, 1.1524, -3.2506], [-3.1039, -1.5778, 1.3697]]}



Entry 2:
{"formula": "C17H14Br2N3O2Sr", "method": "ωB97M-V/def2-TZVPD", "charge": 1, "orbital_gap_ev": 5.9743, "molar_mass_g_mol": 539.75, "species": ["C", "C", "C", "C", "N", "Br", "C", "C", "C", "H", "C", "O", "O", "C", "N", "H", "H", "C", "C", "H", "C", "C", "H", "H", "C", "C", "Sr", "H", "H", "H", "H", "N", "H", "C", "H", "H", "H", "C", "Br"], "coordinates": [[-0.7436, -0.2280, 0.1266], [-1.9840, -0.8111, 0.2360], [0.8993, 2.8470, 1.4367], [1.8081, -4.2138, -3.3678], [-1.3435, 2.7596, 2.2625], [-4.7665, 4.1448, 6.6925], [-2.8179, 0.9431, 1.6942], [-1.5386, 1.5827, 1.5789], [-2.9992, -0.2391, 1.0059], [-0.0611, 4.2966, 2.7152], [0.8496, -3.5802, -2.6087], [3.9425, -4.3237, -4.2860], [-3.7622, 1.4800, 2.4548], [1.1246, -2.3656, -1.9837], [0.3369, -0.7532, -0.6217], [5.7446, -4.4430, -5.1684], [-2.1549, -1.7378, -0.2940], [-0.1706, 3.3594, 2.1796], [3.3527, -2.4169, -2.9037], [4.3239, -1.9571, -3.0107], [3.0668, -3.6364, -3.5237], [2.3831, -1.7918, -2.1419], [2.5935, -0.8471, -1.6605], [-6.4869, 5.8109, 6.0363], [0.7309, 1.6686, 0.7636], [-5.4479, 5.6949, 5.7596], [-3.2559, 2.9855, 3.8941], [5.1463, -2.7799, -4.9871], [5.7817, -3.6647, -3.5716], [-3.9665, -0.7187, 1.0860], [1.5328, 1.2320, 0.1851], [0.0707, -1.8048, -1.2290], [1.6090, -5.1585, -3.8558], [-0.5071, 0.9905, 0.8116], [-4.8441, 6.5468, 6.0390], [-0.1332, -4.0163, -2.4817], [1.8385, 3.3810, 1.4106], [5.2251, -3.7573, -4.5066], [-5.3770, 5.5217, 3.8338]]}



Entry 3:
{"formula": "C17H14BrCuNO3S", "method": "ωB97M-V/def2-TZVPD", "s_squared": 0.77, "charge": -2, "orbital_gap_ev": [5.9399, 4.8167], "multiplicity": 2, "molar_mass_g_mol": 455.82, "species": ["H", "Cu", "C", "H", "H", "H", "H", "C", "H", "C", "C", "O", "C", "S", "Br", "C", "C", "H", "O", "C", "H", "H", "H", "H", "N", "C", "C", "H", "C", "C", "C", "C", "C", "O", "H", "H", "C", "C"], "coordinates": [[0.7549, 3.1155, -0.1588], [-0.1365, -1.3296, -0.0712], [1.8090, 0.1768, -1.4418], [0.1678, 1.0037, 7.4281], [-2.3356, -1.9141, 1.1410], [-1.9561, -0.3052, 7.8370], [-2.9309, 0.6404, 0.5820], [-1.6267, -0.0732, 6.8069], [-1.9650, 1.2396, -1.8376], [-2.3684, -0.4997, 5.6869], [-0.4471, 0.6610, 6.6008], [-0.7735, 1.0915, 1.8201], [-2.0907, -1.3999, 0.2216], [1.4155, 1.8030, 4.7772], [0.8947, -2.3810, 1.5703], [-1.2711, -0.8960, -1.8832], [1.1388, 1.4269, -1.6188], [-2.5153, -0.4915, 3.5076], [2.5715, 1.0089, 5.1477], [-2.3608, -0.0162, -0.0580], [2.2423, 1.6166, 1.5425], [-1.1971, -3.0511, -1.1332], [-0.7883, -0.9691, -2.8520], [2.9357, -0.6670, 0.2904], [1.0098, 1.6317, 3.2193], [2.4277, 0.1746, -0.1574], [-0.0536, 0.9642, 5.2948], [-3.2725, -1.0908, 5.8671], [-0.2056, 1.1098, 2.9288], [-1.9576, -0.1658, 4.3877], [1.2761, 2.1869, -0.4099], [-1.8757, 0.2843, -1.3315], [-1.6355, -2.0291, -1.0351], [1.3434, 3.1696, 5.2483], [0.5161, 1.6891, -2.4665], [1.9184, -0.5895, -2.1819], [2.0668, 1.3916, 0.4984], [-0.7935, 0.5871, 4.1963]]}



Entry 4:
{"formula": "C17H14CaF6N5O2S5Sb", "method": "ωB97M-V/def2-TZVPD", "s_squared": 0.75, "charge": -1, "orbital_gap_ev": [5.0322, 3.0067], "multiplicity": 2, "molar_mass_g_mol": 756.49, "species": ["C", "F", "N", "O", "H", "H", "S", "H", "Sb", "C", "C", "C", "H", "C", "C", "C", "C", "H", "H", "H", "O", "H", "F", "H", "H", "C", "C", "C", "H", "C", "C", "F", "H", "C", "C", "F", "N", "S", "F", "S", "Ca", "H", "F", "C", "N", "S", "N", "H", "C", "S", "N"], "coordinates": [[0.8181, 0.0389, -4.2478], [1.6282, -3.8813, -2.9834], [-2.8871, 0.9270, 1.2142], [-0.2827, -0.1602, -3.7509], [0.9383, -0.3223, -5.2995], [-4.9538, -0.7919, 4.8867], [5.6899, 3.0648, -3.5245], [5.2188, 0.7440, 0.3781], [1.2961, -4.0151, -1.0487], [-2.1155, 1.3519, 0.2121], [1.2649, -0.8784, 1.8875], [4.8315, 3.9602, -4.8448], [-3.5192, 0.1595, 3.1106], [4.3855, 2.8037, -2.3021], [3.1670, -1.4141, 3.2341], [3.9556, -0.6730, 2.4230], [-4.4071, 1.0487, -0.5987], [-7.5229, -0.6868, 4.5438], [-8.3549, 0.0471, 2.3563], [4.4041, 4.8235, -4.3191], [1.8133, 0.5618, -3.5715], [3.5807, -1.9512, 4.1572], [2.7138, -2.7887, -0.6872], [5.5962, 4.2357, -5.5725], [0.2243, -0.8066, 1.7097], [-4.5968, 0.1652, 3.0203], [1.7751, -1.5171, 3.0215], [-7.3062, 0.0407, 2.5267], [5.0081, -0.4923, 2.6006], [-5.1057, 0.5505, 1.7698], [-6.4665, 0.5162, 1.5295], [-0.2469, -5.0886, -1.3495], [-6.7982, 0.8413, 0.5067], [-6.7942, -0.3911, 3.7488], [-5.4222, -0.3606, 3.9891], [2.4374, -5.5112, -0.7473], [-4.1801, 0.8111, 0.7352], [-0.4242, 1.2470, 0.1683], [0.4257, -2.1397, -1.4353], [-5.6267, 0.4248, -1.5588], [1.8225, -0.7080, -1.5685], [1.1490, -2.0672, 3.7520], [0.7287, -3.6824, 0.8370], [3.4136, -0.1767, 1.2411], [2.0710, -0.3190, 1.0151], [3.1678, 3.9132, -2.5105], [4.6789, 1.6972, -1.5214], [4.0161, 3.4005, -5.2856], [4.1526, 0.5521, 0.2526], [-2.9946, 1.7983, -1.2383], [3.6327, 1.0983, -0.8616]]}



Entry 5:
{"formula": "C17H14Cl2N6S2", "method": "ωB97M-V/def2-TZVPD", "orbital_gap_ev": 8.2760, "molar_mass_g_mol": 437.38, "species": ["H", "H", "C", "H", "N", "H", "H", "C", "C", "C", "C", "S", "C", "H", "C", "H", "C", "N", "H", "H", "C", "C", "N", "C", "C", "Cl", "H", "C", "H", "Cl", "C", "H", "C", "H", "C", "C", "N", "H", "S", "N", "N"], "coordinates": [[3.2081, 1.4398, 6.6882], [-1.0436, -2.6020, 0.4392], [2.7650, 1.6443, 4.5833], [4.0719, 2.7885, 5.9100], [-0.1744, -0.5252, -3.9940], [-3.3372, -1.0553, -3.3513], [-0.6194, 1.7031, -1.4371], [-0.0021, -1.9719, -3.6185], [1.2508, -0.8208, -1.3041], [3.1025, 2.2457, 5.9496], [-0.3064, -1.8535, 0.1857], [1.4695, 0.2938, 4.8489], [-1.9403, 0.4484, -2.5070], [-1.4943, -2.3590, -2.1764], [-3.6639, -0.6675, -1.1891], [1.6258, -0.7355, -2.2536], [1.2163, -0.1008, 1.0065], [-0.4562, -2.2916, -2.2157], [2.3387, 2.9370, 6.2700], [3.6441, 1.3994, 4.0855], [-3.0373, -0.4536, -2.4617], [0.1839, -1.6669, -1.1154], [1.7189, 0.4190, 2.2072], [-0.8920, 0.5455, -3.4357], [-1.5963, 1.1648, -1.3374], [-4.1302, -0.2678, 1.5447], [2.1967, 2.4124, 4.0151], [1.0809, -0.0383, 3.2089], [1.0140, -2.2995, -3.8620], [-1.9202, 1.8812, 1.2871], [-2.3504, 0.9869, -0.1193], [2.5253, 0.6822, -0.2803], [-3.3188, 0.0159, 0.0306], [-4.3876, -1.4121, -1.2216], [1.7765, -0.0667, -0.2469], [0.2438, -1.0556, 1.1671], [0.4723, -0.0002, -4.9334], [-0.6863, -2.5307, -4.3162], [-0.3087, -1.1398, 2.8754], [-0.5854, 1.6623, -4.0034], [0.3458, 1.2439, -4.9228]]}



Entry 6:
{"formula": "C17H14ClMgNO2S2", "method": "ωB97M-V/def2-TZVPD", "charge": -2, "orbital_gap_ev": 5.3943, "molar_mass_g_mol": 388.20, "species": ["H", "H", "H", "C", "O", "C", "C", "C", "O", "C", "H", "C", "C", "H", "C", "H", "C", "C", "C", "H", "H", "Mg", "N", "H", "S", "C", "H", "H", "C", "C", "Cl", "C", "C", "C", "H", "H", "H", "S"], "coordinates": [[3.2246, -3.2103, 3.4880], [-6.3758, 5.3338, -0.7987], [5.7049, -2.6453, -0.0836], [1.0227, -0.1455, -2.0381], [-5.9350, 1.7322, -0.9797], [-4.7174, 4.0519, -0.2499], [-2.8864, 2.7547, 0.4403], [-1.2678, 0.0678, -1.8948], [-6.2511, 2.4507, 1.3177], [-2.5084, 5.1351, -0.2867], [1.4239, 2.0599, -1.7754], [-3.0896, 6.3481, -0.6996], [4.9553, -3.0302, 0.6071], [2.5566, -5.1268, 1.6909], [-0.6967, 1.3495, -1.7137], [-4.9246, 7.3655, -1.2013], [0.7139, 1.2241, -1.7979], [3.2946, -4.3391, 1.5433], [3.6469, -3.3281, 2.4906], [-2.3430, -0.1361, -1.9912], [-2.4557, 7.2264, -0.8714], [0.0431, -0.0424, 0.0020], [-3.8640, 1.8265, 0.5315], [-1.4431, 5.0449, -0.1238], [-1.3244, 2.5299, 0.9042], [4.1033, -4.1546, 0.3794], [2.0259, -0.5633, -2.2103], [-1.2527, 2.2954, -1.7166], [4.6738, -2.5196, 1.9120], [-5.3078, 5.2600, -0.6567], [-1.7949, -0.0430, 1.4756], [-4.4943, 6.4073, -0.8829], [-3.3300, 4.0210, -0.0696], [-0.2121, -0.8623, -2.1041], [4.0897, -4.7763, -0.5152], [5.1719, -1.6768, 2.3901], [-0.3290, -1.9242, -2.3575], [-5.3825, 2.3836, 0.1722]]}



E_tot per entry: -63473.05156, -167336.96641, -151004.15987, -124863.99732, -73509.72465, -63078.74666 eV